The following is a DFT calculation (wB97M-V/def2-TZVPD) of 9 unconnected molecules or ions with the total composition C7H32NO8 at a distorted geometry.

Last column: natural (NBO) charge in e.
Positions of all 48 atoms, in Å:
C (0.08343, -2.53211, -2.83760)  -0.6655
C (0.82798, -1.24590, -2.66008)  -0.0546
C (2.06035, -1.54739, -1.71516)  -0.4285
C (3.13721, -0.58289, -1.98505)  -0.4043
C (3.06243, 0.90003, -1.49026)  -0.4606
C (2.57707, 1.16310, -0.09367)  -0.2026
C (2.76420, 0.49837, 1.10631)  -0.3682
N (-0.10282, -0.30074, -1.94230)  -0.6919
H (-0.08221, -3.11042, -1.83541)  0.2498
H (0.87101, -3.19221, -3.31640)  0.2436
H (-0.81054, -2.49852, -3.56188)  0.2343
H (1.12911, -0.75470, -3.63946)  0.2259
H (1.94375, -1.46916, -0.65823)  0.2416
H (2.24498, -2.66990, -1.84983)  0.2285
H (3.97813, -1.11622, -1.41822)  0.2182
H (3.38506, -0.53287, -3.02891)  0.2109
H (4.13738, 1.26624, -1.50569)  0.2593
H (2.38108, 1.49750, -2.13605)  0.2011
H (2.14674, 2.16008, 0.11463)  0.2078
H (2.25310, 0.78012, 1.95113)  0.1754
H (3.36220, -0.53483, 1.17810)  0.1846
H (-0.93784, -0.25510, -2.48180)  0.4301
H (0.26777, 0.63296, -1.71388)  0.4509
H (-0.43473, -0.71620, -1.08200)  0.4769
H (-0.55856, -3.43366, 1.08960)  0.5048
H (-0.89608, -1.83962, 1.24386)  0.5165
O (-0.64024, -2.50822, 0.61595)  -1.0071
H (0.93898, -1.21770, 1.26476)  0.4716
H (0.21885, 0.00176, 1.75553)  0.4999
O (0.41943, -0.50623, 0.89945)  -0.9952
H (-2.92923, 0.47279, 1.37135)  0.5536
H (-3.74006, 1.28644, 0.00677)  0.5156
O (-3.12057, 1.15630, 0.66954)  -1.0455
H (0.41289, 1.68986, 3.03857)  0.4938
H (-1.04179, 1.80468, 2.66763)  0.5352
O (-0.28173, 1.12783, 2.73083)  -0.9962
H (-2.94990, 3.04202, 1.78599)  0.5339
H (-1.42297, 3.78142, 1.92334)  0.4883
O (-2.04834, 3.17266, 2.29212)  -0.9871
H (-2.14584, -1.58276, 3.75295)  0.4874
H (-1.21965, -0.29758, 3.38366)  0.5149
O (-1.84012, -1.05904, 3.04718)  -1.0128
H (-1.79661, -1.44725, -0.05155)  0.4792
H (-2.99355, -1.79682, -0.66423)  0.4780
O (-2.48420, -0.95563, -0.56867)  -0.9768
H (-1.74691, 2.23133, -0.07494)  0.5009
H (-1.25663, 3.77563, -0.16422)  0.4758
O (-1.13724, 2.85091, -0.39839)  -0.9915

Forces on the atoms, in the same order (eV/Å):
C 0.1 -2.5 -0.8
C 0.5 0.1 1.6
C -1.7 -0.9 -1.7
C 3.1 -0.4 1.3
C 0.3 -0.5 0.4
C 0.8 -0.2 3.7
C 2.5 -2.1 -4.9
N 0.7 0.3 -0.2
H -0.3 1.5 -1.7
H -1.2 0.5 0.1
H 1.1 -0.1 1.4
H -0.3 -0.6 1.3
H -1.4 0.1 0.7
H 0.6 1.7 -0.2
H -0.3 1.3 -1.0
H 0.4 -0.2 -0.5
H -1.4 0.0 -0.6
H 0.9 -0.2 0.0
H -0.2 -0.5 -0.7
H -0.6 0.9 1.9
H -1.4 2.3 -0.2
H -1.0 0.7 -0.6
H -0.2 -0.3 -0.1
H 0.4 -0.1 0.7
H -0.7 2.9 -1.3
H 0.1 0.1 1.4
O 0.2 -5.0 0.3
H 0.4 -0.6 -0.4
H 0.0 0.0 -1.9
O -0.7 1.5 1.8
H -1.6 0.5 -2.0
H -2.2 -1.4 -1.2
O 3.5 1.4 3.5
H 1.0 0.4 0.5
H 0.5 -0.8 -0.4
O -1.8 1.1 0.5
H 3.1 0.5 1.0
H -0.2 0.6 -0.7
O -2.7 -1.2 0.3
H -0.5 -0.8 1.5
H -1.6 -2.1 -0.6
O 2.0 2.8 -1.2
H -0.3 0.9 -0.4
H -0.3 1.1 -0.5
O 0.1 -2.6 0.1
H -1.9 -0.9 1.4
H -0.6 -0.5 0.0
O 2.7 1.3 -1.8

Charge = +1
2S+1 = 1
Kohn-Sham gap = 0.335 hartree
Maximum force = 5.851 eV/A
Energy above the lowest of the compared OMol25 structures with the same formula, charge and spin = 506.2 kJ/mol


The following is a DFT calculation (wB97M-V/def2-TZVPD) of a gas-phase ion, C20H39Cl2N2O10S2 (charge +1) at a distorted geometry.

Last column: Mulliken charge in e.
Positions of all 75 atoms, in Å:
C (-0.38618, -1.13252, 5.14041)  -1.0122
C (0.26537, 0.17228, 4.70189)  -0.7377
C (1.04170, 0.09291, 3.41570)  -0.6535
O (0.17026, 0.08688, 2.26231)  0.0308
C (0.89642, -0.29242, 1.13487)  -1.4040
N (0.40536, 0.45973, -0.07037)  1.5852
C (0.87694, 1.85992, 0.20147)  -0.6677
C (0.43185, 2.94247, -0.79582)  -0.5521
C (1.56553, 3.48868, -1.66893)  -0.8014
C (2.57478, 4.28765, -0.85852)  -0.9487
S (3.79316, 4.96781, -2.02102)  1.1155
O (4.04485, 6.31084, -1.70392)  -0.5419
O (3.38342, 4.68652, -3.33890)  -0.5280
Cl (5.45658, 3.82362, -1.67556)  -0.1971
C (1.07480, -0.07410, -1.34295)  -0.2276
O (1.83998, -1.20200, -1.24931)  -0.4641
C (1.20397, -2.49352, -1.36001)  0.3001
C (1.90120, -3.34685, -2.42258)  -1.4759
C (0.02903, 0.21780, -2.44004)  0.3394
C (0.02021, -0.60970, -3.70986)  -1.0971
O (1.32772, -0.65806, -4.24454)  -0.1715
N (1.71574, 0.63544, -4.70915)  0.1738
O (2.75183, 0.91674, -4.28643)  -0.2254
O (-1.20876, 0.29580, -1.75443)  -0.3610
C (-1.10535, 0.32105, -0.35242)  0.3898
C (-1.73811, -1.06529, 0.03184)  -0.3559
C (-2.60650, -1.14389, 1.27856)  -0.6179
C (-2.75363, -2.60713, 1.74142)  -1.4476
C (-1.42219, -3.25915, 2.08318)  0.4320
S (-1.20391, -4.93992, 1.48579)  1.1121
O (-1.74083, -5.81956, 2.44126)  -0.5566
O (0.15215, -5.11987, 1.13185)  -0.5532
Cl (-2.30727, -5.13048, -0.22721)  -0.2406
O (-1.81413, 1.29660, 0.29005)  -0.3445
C (-2.75719, 2.06365, -0.48117)  -0.0771
C (-4.03417, 1.34325, -0.85562)  -1.3202
H (-0.33840, -1.24171, 6.21472)  0.4384
H (-1.43946, -1.13257, 4.87307)  0.2121
H (0.11000, -1.99977, 4.72443)  0.2221
H (-0.43068, 1.00298, 4.66555)  0.2973
H (0.99222, 0.43663, 5.46407)  0.4818
H (1.76013, 0.91179, 3.36164)  0.3181
H (1.60408, -0.84423, 3.41364)  0.4748
H (0.86292, -1.36847, 1.01507)  0.1004
H (1.93635, -0.02073, 1.27220)  0.9096
H (1.95621, 1.87442, 0.24912)  0.7220
H (0.54187, 2.18353, 1.17394)  0.4100
H (-0.36947, 2.63764, -1.45293)  -0.0143
H (0.05609, 3.79385, -0.24117)  0.5551
H (1.11920, 4.19149, -2.36146)  0.6720
H (2.03728, 2.72656, -2.28038)  0.1275
H (3.14501, 3.66813, -0.17704)  0.5243
H (2.09826, 5.11167, -0.35070)  0.3478
H (1.83650, 0.66866, -1.55362)  0.1526
H (0.14773, -2.43838, -1.60568)  -0.0071
H (1.26775, -3.00382, -0.40356)  0.3876
H (2.06521, -4.32805, -1.99710)  0.4721
H (1.29670, -3.44097, -3.31273)  0.2663
H (2.85320, -2.88503, -2.65120)  0.3186
H (0.31107, 1.21291, -2.78276)  0.2926
H (-0.28104, -1.62872, -3.51342)  0.3785
H (-0.63859, -0.15530, -4.44712)  0.4700
H (-1.00127, -1.85808, 0.05381)  -0.7023
H (-2.38233, -1.28555, -0.80579)  0.8830
H (-3.61899, -0.81380, 1.09070)  0.3061
H (-2.25694, -0.56807, 2.12556)  0.3246
H (-3.32622, -2.56957, 2.66007)  0.3957
H (-3.35721, -3.16577, 1.03622)  0.6639
H (-1.33749, -3.35503, 3.15218)  0.4929
H (-0.55195, -2.72779, 1.72610)  -0.6498
H (-3.03585, 2.88913, 0.15900)  0.5819
H (-2.33666, 2.51125, -1.37465)  0.2183
H (-4.61701, 2.04232, -1.44675)  0.4943
H (-3.88615, 0.45939, -1.46287)  0.2411
H (-4.63668, 1.13387, 0.01803)  0.3217

Forces on the atoms, in the same order (eV/Å):
C -0.5 0.3 -0.1
C 0.4 -0.1 0.2
C -0.1 -0.4 0.2
O 0.2 0.2 -0.2
C -0.1 -0.3 0.9
N 0.2 -0.5 0.8
C -0.8 1.5 -0.5
C 0.7 0.1 -0.3
C -0.5 0.3 0.2
C 0.6 -0.8 -0.7
S -0.4 -0.2 0.2
O 0.7 1.3 1.0
O -0.4 -0.9 -1.2
Cl -0.2 0.1 0.1
C 1.9 1.0 -1.3
O -1.3 -0.4 0.3
C 0.1 -0.8 -0.4
C -0.1 0.3 0.7
C 0.2 0.4 0.8
C -0.3 -0.3 -0.2
O 0.4 -0.6 0.7
N -0.5 0.5 -0.1
O 0.6 0.0 -0.2
O 0.1 0.8 -0.7
C -1.6 -2.1 0.2
C 0.2 0.5 0.7
C 0.0 -0.7 0.4
C -0.1 0.7 0.4
C -0.5 -0.2 -0.7
S 0.3 0.2 0.6
O -1.2 -0.8 0.8
O 1.2 0.3 -0.9
Cl 0.1 0.2 0.0
O 0.6 0.7 -0.7
C -0.8 0.3 -0.1
C 0.0 0.2 0.1
H 0.0 0.0 0.3
H -0.1 -0.3 -0.1
H 0.1 -0.2 -0.2
H -0.2 0.1 0.0
H 0.2 0.2 0.1
H 0.0 0.2 -0.3
H 0.2 -0.1 0.0
H -0.2 -0.1 -0.5
H 0.3 0.1 -0.3
H 0.3 -0.6 -0.1
H -0.4 -0.5 0.3
H -0.2 -0.2 0.0
H -0.3 0.0 0.3
H -0.1 0.0 -0.3
H 0.2 -0.2 0.0
H 0.0 0.1 0.3
H 0.1 0.4 0.2
H 0.3 0.2 0.3
H -0.2 0.5 0.1
H 0.1 0.1 0.3
H 0.1 -0.3 -0.1
H 0.0 0.0 -0.3
H 0.2 -0.1 -0.2
H -0.2 0.3 0.0
H -0.1 -0.3 -0.2
H -0.4 0.1 0.1
H 0.3 0.0 -0.2
H -0.1 -0.1 -0.3
H -0.1 0.4 -0.3
H 0.4 0.3 0.0
H -0.3 -0.1 0.1
H 0.1 -0.2 -0.2
H 0.2 -0.3 0.4
H 0.1 0.1 -0.1
H 0.2 0.2 0.3
H 0.5 -0.2 -0.1
H -0.1 0.1 -0.2
H 0.1 -0.2 0.0
H 0.0 -0.3 0.2

Charge = +1
2S+1 = 1
Kohn-Sham gap = 0.386 hartree
Maximum force = 2.644 eV/A